Entry 1:
Molecular formula: C2H4N3O
Method: DFT, ωB97M-V/def2-TZVPD

Its gap between HOMO and LUMO is 10.75 eV. As for the structure (SMILES): CC(=O)N=[N+]=N. The LUMO energy comes out at -5.716 eV. Its net charge is +1. Its highest occupied orbital energy is -16.47 eV. The energy above the lowest of the compared OMol25 structures with the same formula, charge and spin comes out at 92.6 kcal/mol.

Geometry (Å):
C1 1.758 -0.012 0.125
C2 0.588 0.822 0.189
O1 0.335 1.955 0.400
N1 -0.525 -0.144 -0.330
N2 -1.677 -0.404 -0.238
N3 -2.829 -0.493 -0.177
H1 2.657 0.522 0.410
H2 1.634 -0.914 0.656
H3 1.826 -0.441 -0.787
H4 -3.768 -0.891 -0.250

Force components x, y, z for each atom (eV/Å):
1.2632 1.4487 2.2770
-0.0341 2.5732 0.4134
0.0304 -2.0852 -0.2319
-4.7486 -2.0387 -0.3723
1.2742 1.5268 -0.0696
1.5098 0.5278 0.0465
0.0168 -0.0122 0.0185
-0.2752 -0.8580 1.5344
0.3682 -0.7172 -3.5714
0.5953 -0.3652 -0.0447

Entry 2:
Molecular formula: C4H13N4O
Method: DFT, ωB97M-V/def2-TZVPD

Its gap between HOMO and LUMO is 10.55 eV. The LUMO energy comes out at -2.820 eV. Its net charge is +1. Its highest occupied orbital energy is -13.37 eV. The energy above the lowest of the compared OMol25 structures with the same formula, charge and spin comes out at 36.2 kcal/mol.

Geometry (Å):
C1 -1.060 -1.183 1.817
C2 0.802 0.363 1.769
N1 2.014 0.591 2.342
N2 0.350 -0.885 1.704
N3 0.037 1.430 1.567
H1 2.159 1.358 2.989
H2 2.795 -0.040 2.278
H3 0.979 -1.617 1.407
H4 -0.709 1.352 0.885
H5 0.508 2.318 1.605
H6 -1.762 -0.426 1.496
H7 -1.319 -1.365 2.881
H8 -1.279 -2.194 1.478
C3 0.153 -0.867 -3.293
C4 -0.604 -0.145 -2.213
O1 -0.507 -0.359 -1.004
N4 -1.173 1.018 -2.613
H9 -1.625 1.600 -1.941
H10 -1.195 1.419 -3.539
H11 1.162 -1.001 -2.923
H12 0.095 -0.440 -4.290
H13 -0.024 -1.939 -3.426

Force components x, y, z for each atom (eV/Å):
-0.8836 -1.3963 1.5163
0.6499 -0.1605 1.7725
0.6638 0.3969 -0.4077
-0.3020 0.5797 -0.9345
-0.2198 -0.2030 -0.2866
-0.1810 0.0751 -0.6213
-0.3424 -0.3985 0.1264
0.0222 0.0245 0.4020
-0.0127 -0.1653 0.2019
-0.0820 0.1054 0.0012
0.2069 -0.0889 -0.6935
0.4654 0.6454 -0.0619
0.0447 0.4004 -1.0516
0.1640 -1.4516 0.0920
0.8753 1.4027 0.0719
-0.2932 -0.6908 -0.3455
-0.5139 0.3422 -0.6295
-0.1425 0.0181 0.5539
0.1922 -0.7020 -0.0636
0.5728 0.8164 -0.1144
0.1459 0.3270 0.2027
-1.0301 0.1233 0.2692